Arrangement 1

Below is 3 unconnected molecules or ions with the total composition C7H17NO2, with properties calculated with the ωB97M-V functional and the def2-TZVPD basis.

Calculated values
LUMO level: 0.77 eV
Molar mass: 147.22 g/mol
Structure (SMILES): C=CCN/C=C/CC.O.O
E_HOMO: -9.3 eV

```
! RIJCOSX wB97M-V def2-TZVPD def2/J DEFGRID3
* xyz 0 1
C -1.75089 -1.87059 1.78517
C -0.75309 -1.84147 0.89401
C 0.66282 -1.87860 1.34358
N 1.65536 -1.35968 0.32676
C 1.51736 0.06679 0.33880
C 0.59533 0.77243 -0.31542
C 0.74615 2.25969 -0.30406
C -0.54873 2.97231 0.19759
H -1.87500 -2.13837 2.82503
H -2.72765 -1.61774 1.38300
H -1.07104 -1.49205 -0.10366
H 0.85291 -2.95071 1.59069
H 0.70194 -1.33369 2.34570
H 2.67761 -1.40876 0.58262
H 1.90771 0.67268 1.13445
H 0.03740 0.49537 -1.20176
H 1.51557 2.65409 0.35726
H 1.00042 2.59250 -1.35349
H -0.70212 2.53918 1.20634
H -1.39179 2.72691 -0.45272
H -0.51783 4.05083 0.34202
O -2.56066 -0.30138 -1.45804
H -1.65341 -0.62103 -1.24287
H -2.92945 0.32041 -0.80072
O 1.28548 -1.33434 -3.36133
H 1.82022 -1.56225 -2.54487
H 1.50537 -0.41254 -3.51409
*
```

Arrangement 2

Below is a molecular structure, C7H17NO2, with properties calculated with the ωB97M-V functional and the def2-TZVPD basis.

Calculated values
LUMO level: 0.80 eV
Molar mass: 147.22 g/mol
E_HOMO: -8.9 eV

```
! RIJCOSX wB97M-V def2-TZVPD def2/J DEFGRID3
* xyz 0 1
C 1.11215 -1.75397 0.76802
C 0.09477 -2.68684 0.83207
C 2.10064 -1.54140 1.85844
O -0.58734 -0.27848 1.55693
H -0.57629 -0.08198 2.50320
H 1.24462 -1.16810 -0.13343
H 0.06994 -3.38603 1.66118
H 1.77462 -1.98611 2.79867
H -0.64049 -1.46918 1.28675
H -0.37140 -3.02336 -0.08427
H 3.03742 -2.02533 1.56625
H 2.30455 -0.48136 2.00348
C -1.52653 -0.19167 -1.81177
C -1.83486 1.96538 -0.69887
C 0.98987 2.40809 -0.67822
N -0.93665 1.07459 -1.41286
C 0.41816 1.18122 -1.35941
O 1.15790 0.31118 -1.80846
H -2.36233 -0.01185 -2.49285
H -1.94593 1.64319 0.33967
H -0.77599 -0.79020 -2.32230
H -1.88907 -0.73500 -0.93269
H -2.80877 1.94237 -1.18675
H -1.47332 2.98894 -0.71495
H 2.07284 2.35621 -0.75471
H 0.69866 2.41095 0.37210
H 0.65283 3.32874 -1.15524
*
```

Sorted by energy, starting with the most stable: arrangement 2, arrangement 1.

Arrangement 1

Below is 4 unconnected molecules or ions with the total composition H9O4, with properties calculated with the ωB97M-V functional and the def2-TZVPD basis.

Calculated values
LUMO level: -3.40 eV
Molar mass: 73.07 g/mol
E_HOMO: -16.8 eV

```
! RIJCOSX wB97M-V def2-TZVPD def2/J DEFGRID3
* xyz 1 1
O -0.21187 1.06562 0.07787
H 0.23597 0.55035 -0.71486
H -1.17094 0.76317 -0.17968
H -0.00634 0.44204 0.88177
O 0.53124 -0.17840 2.17790
H 0.01311 0.02716 2.96827
H 1.44007 0.05592 2.40341
O -1.91317 -0.62547 -0.76403
H -1.54317 -1.20684 -1.43422
H -2.86968 -0.54155 -0.84677
O 1.48020 -0.03705 -1.37675
H 2.30864 0.42135 -1.19034
H 1.70594 -0.73631 -2.00257
*
```

Arrangement 2

Below is 4 unconnected molecules or ions with the total composition H9O4, with properties calculated with the ωB97M-V functional and the def2-TZVPD basis.

Calculated values
LUMO level: -3.14 eV
Molar mass: 73.07 g/mol
E_HOMO: -16.4 eV

```
! RIJCOSX wB97M-V def2-TZVPD def2/J DEFGRID3
* xyz 1 1
O 0.47096 -1.85313 -1.75993
H 0.81060 -2.71398 -1.49182
H 1.08627 -1.47773 -2.41452
O -1.28139 2.40602 -0.38297
H -1.97760 2.65444 0.24952
H -0.85116 3.25303 -0.55151
O 0.50294 -0.84606 2.11334
H 1.41687 -0.61865 2.36625
H 0.24153 -1.13679 2.99976
O -0.11878 0.07613 -0.32426
H -0.54155 0.97598 -0.40485
H 0.21640 0.00806 0.58399
H 0.02492 -0.72731 -0.98300
*
```

Sorted by energy, starting with the most stable: arrangement 2, arrangement 1.

Arrangement 1

Below is 2 unconnected molecules or ions with the total composition C5H12Si, with properties calculated with the ωB97M-V functional and the def2-TZVPD basis.

Calculated values
LUMO level: 1.01 eV
Molar mass: 100.24 g/mol
E_HOMO: -9.2 eV

```
! RIJCOSX wB97M-V def2-TZVPD def2/J DEFGRID3
* xyz 0 1
C 0.49945 -0.60710 2.42595
C -0.17880 -0.04257 1.49707
C -2.30616 -0.62351 -0.32737
C 0.65729 2.22796 -0.73679
C -0.28893 -0.61629 0.10514
Si 0.69060 0.25431 -1.16421
H 0.57537 -0.19931 3.43671
H 1.11451 -1.35174 2.16266
H -0.66949 0.86960 1.78873
H -2.82808 -1.00615 0.47584
H -2.72468 0.30397 -0.75270
H -2.08323 -1.16965 -1.27068
H -0.32431 2.62327 -1.11133
H 0.63812 2.19744 0.38929
H 1.54621 2.78680 -1.18761
H -0.33220 -1.65446 0.03172
H 2.18483 -0.07799 -0.86460
H 0.01369 -0.01820 -2.59881
*
```

Arrangement 2

Below is C5H12Si in the gas phase, with properties calculated with the ωB97M-V functional and the def2-TZVPD basis.

Calculated values
LUMO level: 0.72 eV
Molar mass: 100.24 g/mol
Structure (SMILES): C=C[Si@@H](C)CC
E_HOMO: -8.7 eV

```
! RIJCOSX wB97M-V def2-TZVPD def2/J DEFGRID3
* xyz 0 1
C -0.82510 -0.71427 -2.91674
C -1.42495 -0.28845 -1.75254
Si -0.79145 -0.03106 0.00031
C -0.33890 -1.66014 0.80927
C 1.08399 1.30669 0.36618
C 1.48838 1.31357 1.84255
H -1.22608 -0.56619 -3.91825
H 0.23739 -1.04485 -2.95480
H -2.54450 -0.09256 -1.86157
H -1.87958 0.84194 0.71259
H -1.12716 -1.77808 1.59622
H -0.64699 -2.54783 0.28536
H 0.57008 -1.78585 1.30554
H 1.90402 0.81372 -0.13459
H 0.83590 2.18741 -0.13581
H 2.05054 0.38307 1.99796
H 2.03748 2.23077 2.30402
H 0.59694 1.43213 2.45431
*
```

Sorted by energy, starting with the most stable: arrangement 2, arrangement 1.

Arrangement 1

Below is 2 unconnected molecules or ions with the total composition C5H13O2S, with properties calculated with the ωB97M-V functional and the def2-TZVPD basis.

Calculated values
LUMO level: 3.31 eV
Molar mass: 137.22 g/mol
E_HOMO: -3.8 eV

```
! RIJCOSX wB97M-V def2-TZVPD def2/J DEFGRID3
* xyz -1 1
C 1.54914 -0.95898 -0.55634
O 2.17886 0.16873 -1.12166
C 0.78945 -0.67035 0.75849
C -0.46865 -1.51585 0.94451
C -1.65314 -1.04445 0.10890
S -2.43163 0.52802 0.55978
C -1.56701 1.69817 -0.55601
H 2.32384 -1.68532 -0.34118
H 0.79793 -1.29743 -1.27877
H 0.65197 0.39349 0.97082
H 1.46511 -0.88722 1.58934
H -0.21860 -2.56424 0.73119
H -0.75014 -1.49926 1.97836
H -2.48965 -1.74632 0.12474
H -1.32450 -0.97016 -0.93186
H -2.05657 1.56978 -1.51979
H -0.50156 1.50212 -0.55646
H -1.69189 2.71334 -0.19872
H 1.94863 2.98227 -0.25892
H 1.93933 1.04917 -0.62057
O 1.50908 2.23451 0.17414
*
```

Arrangement 2

Below is 2 unconnected molecules or ions with the total composition C5H13O2S, with properties calculated with the ωB97M-V functional and the def2-TZVPD basis.

Calculated values
LUMO level: 3.28 eV
Molar mass: 137.22 g/mol
E_HOMO: -3.5 eV

```
! RIJCOSX wB97M-V def2-TZVPD def2/J DEFGRID3
* xyz -1 1
C 1.01085 -1.69803 -0.41098
O 0.70848 -1.59619 0.88554
C -0.12147 -1.09810 -1.29965
C -0.01899 0.33551 -1.78310
C 0.94365 1.30304 -0.94896
S -0.08152 2.41574 0.11927
C -0.50426 1.11936 1.42605
H 1.21781 -2.66885 -0.79931
H 1.75774 -1.00332 -0.42420
H -0.95395 -1.11307 -0.51361
H -0.46950 -1.63725 -2.15145
H 0.31130 0.32573 -2.84824
H -0.95638 0.76559 -1.85589
H 1.45114 2.03758 -1.64354
H 1.71414 0.81335 -0.31602
H -0.10773 0.06622 1.06691
H -1.60534 0.90841 1.56472
H 0.21552 1.11587 2.23935
H -1.85612 -1.79536 1.18411
H -0.49868 -2.28778 1.63519
O -1.55528 -2.64752 1.49615
*
```

Sorted by energy, starting with the most stable: arrangement 1, arrangement 2.

Arrangement 1

Below is C9H10N4 in the gas phase, with properties calculated with the ωB97M-V functional and the def2-TZVPD basis.

Calculated values
LUMO level: 0.54 eV
Molar mass: 174.21 g/mol
Structure (SMILES): N#C/N=C(/N)NCc1ccccc1
E_HOMO: -8.9 eV

```
! RIJCOSX wB97M-V def2-TZVPD def2/J DEFGRID3
* xyz 0 1
N -1.48955 2.77940 0.59891
C -2.23300 1.88289 0.38591
N -3.08711 0.88236 -0.05056
C -2.58128 -0.32230 -0.26463
N -3.33457 -1.25479 -0.98857
N -1.50822 -0.98506 0.29146
C -0.57402 -0.38954 1.18497
C 0.72791 -0.05813 0.48972
C 1.73054 -1.06599 0.73472
C 2.95485 -0.79680 0.03798
C 3.15144 0.41423 -0.63667
C 2.28904 1.46262 -0.83289
C 0.99278 1.24756 -0.24719
H -4.23810 -0.96547 -1.57156
H -3.25020 -2.28964 -1.03633
H -0.87235 -1.51422 -0.60149
H -0.83202 0.64185 1.63671
H -0.41727 -1.09799 2.03109
H 1.84907 -1.99369 1.29003
H 3.78408 -1.57375 0.18795
H 4.20422 0.56018 -1.01438
H 2.54344 2.39684 -1.24816
H 0.19031 2.03942 -0.37700
*
```

Arrangement 2

Below is C9H10N4 in the gas phase, with properties calculated with the ωB97M-V functional and the def2-TZVPD basis.

Calculated values
LUMO level: 0.03 eV
Molar mass: 174.21 g/mol
Structure (SMILES): CC(=C/C#N)/C=C(/C)n1cnnc1
E_HOMO: -9.5 eV

```
! RIJCOSX wB97M-V def2-TZVPD def2/J DEFGRID3
* xyz 0 1
C 2.34718 -1.32566 1.39553
C 1.34171 -1.01289 0.31521
C 0.70126 -2.09046 -0.22983
C -0.28154 -2.09245 -1.22868
N -1.04675 -2.11848 -2.09448
C 1.10987 0.32899 -0.32011
C 0.00305 1.03668 -0.52713
C -0.09326 2.31633 -1.29563
N -1.22623 0.67157 0.02536
C -2.56713 0.74375 -0.36509
N -3.39395 0.45862 0.59446
N -2.59057 0.19742 1.70463
C -1.33102 0.32535 1.36156
H 3.26071 -0.97545 1.00269
H 2.28732 -0.73825 2.30103
H 2.44032 -2.38373 1.60193
H 1.07246 -3.07355 0.17748
H 2.01948 0.70331 -0.68263
H -1.10318 2.15874 -1.75446
H 0.61257 2.50204 -1.99170
H -0.10405 3.11293 -0.49220
H -3.00311 1.03321 -1.34685
H -0.45514 0.22201 1.84890
*
```

Sorted by energy, starting with the most stable: arrangement 2, arrangement 1.

Arrangement 1

Below is C2H2NOP in the gas phase, with properties calculated with the ωB97M-V functional and the def2-TZVPD basis.

Calculated values
LUMO level (spin up / spin down): 0.35 / 0.35 eV
Molar mass: 87.02 g/mol
Structure (SMILES): O/P=c1/cn1
E_HOMO (spin up / spin down): -7.7 / -7.7 eV

```
! RIJCOSX wB97M-V def2-TZVPD def2/J DEFGRID3
* xyz 0 1
O 1.78133 1.01350 0.12780
P 1.44358 -0.56996 -0.28777
C -0.33865 -0.46851 -0.18611
C -1.68733 -0.59995 0.04608
N -1.34497 0.62687 -0.04403
H 2.79944 1.21516 0.22199
H -2.65340 -1.21711 0.12205
*
```

Arrangement 2

Below is C2H2NOP in the gas phase, with properties calculated with the ωB97M-V functional and the def2-TZVPD basis.

Calculated values
LUMO level (spin up / spin down): 0.28 / 0.28 eV
Molar mass: 87.02 g/mol
Structure (SMILES): O/P=c1/cn1
E_HOMO (spin up / spin down): -8.3 / -8.3 eV

```
! RIJCOSX wB97M-V def2-TZVPD def2/J DEFGRID3
* xyz 0 1
O 1.15095 -1.14759 -1.22927
P 0.17590 -1.27872 0.09670
C -0.18257 0.35699 0.32695
C -0.86803 1.52653 0.64734
N -0.08689 1.71129 -0.34972
H 1.51872 -0.31315 -1.28021
H -1.63363 1.78157 1.33030
*
```

Sorted by energy, starting with the most stable: arrangement 2, arrangement 1.